No. 1
Entry from the Open Molecules 2025 dataset: a structure of composition C43H64AlF3O26S at a distorted geometry (ωB97M-V/def2-TZVPD).

Properties
* spin multiplicity: 1
* frontier orbital gap: 4.5 eV
* highest occupied orbital energy: -8.6 eV

Atoms and positions in Å:
Al 23.1470 3.4712 7.6391
C 20.9375 6.3251 4.1784
C 21.6168 5.3938 5.0889
O 22.6043 4.7352 4.7470
O 21.1956 5.2434 6.2667
H 20.6160 7.2272 4.6989
H 20.1047 5.7802 3.7338
H 21.6346 6.5417 3.3689
C 18.4918 1.6863 6.4645
F 19.2357 1.3500 5.4515
F 18.2950 2.9977 6.3573
F 17.2820 1.1475 6.5422
S 19.4494 1.3464 8.1244
O 19.4924 -0.1428 8.3593
O 20.7689 1.9725 8.0141
O 18.6163 1.9734 9.1496
O 25.1196 5.4382 7.2852
H 25.1430 6.3311 7.6812
O 25.4043 2.4248 5.6436
C 26.1073 2.7270 4.6821
O 26.9672 1.9549 4.0698
C 27.7694 2.7124 3.1008
C 27.2740 4.1147 3.0310
C 26.1248 4.0741 3.9922
H 27.6802 2.2633 2.1116
H 28.7746 2.7024 3.5223
H 26.9814 4.2819 1.9944
H 28.0880 4.7842 3.3090
H 25.1501 4.2822 3.5510
H 26.3020 4.7593 4.8211
O 22.4727 1.6072 5.2454
C 22.0695 1.0905 4.2093
O 22.0534 -0.2306 3.9841
C 21.5477 -0.5062 2.6804
C 20.8484 0.7732 2.2120
C 21.6124 1.8457 2.9979
H 20.9644 -1.4240 2.6070
H 22.4165 -0.7543 2.0708
H 19.8015 0.8333 2.5092
H 20.8246 0.9364 1.1345
H 21.0978 2.7710 3.2567
H 22.5649 2.0587 2.5126
O 23.1085 10.7224 6.6081
C 23.2907 9.8634 5.7472
O 23.1103 10.0754 4.3626
C 23.5514 8.9321 3.6541
C 24.3518 8.1237 4.6377
C 23.7385 8.4777 5.9450
H 24.1240 9.2544 2.7844
H 22.6334 8.4531 3.3134
H 25.3608 8.5057 4.4823
H 24.2566 7.0474 4.4943
H 24.4577 8.3994 6.7603
H 22.8733 7.8685 6.2068
O 18.2901 8.1971 5.6964
C 18.8142 8.4789 6.7402
O 19.4785 9.6417 6.8767
C 20.0204 9.7215 8.1668
C 20.3022 8.2616 8.5420
C 19.1644 7.5680 7.8775
H 19.2297 10.0815 8.8251
H 20.9161 10.3387 8.0978
H 20.4896 8.2690 9.6158
H 21.2532 8.1396 8.0235
H 18.3559 7.4886 8.6042
H 19.2983 6.5191 7.6129
O 28.4140 -2.8202 6.1745
C 28.2377 -1.8239 6.8870
O 27.3837 -1.8531 7.8838
C 27.3726 -0.6194 8.5442
C 27.9841 0.3486 7.5944
C 28.9493 -0.5059 6.8270
H 27.9526 -0.6991 9.4636
H 26.3223 -0.3754 8.7039
H 28.4835 1.1528 8.1347
H 27.1601 0.7881 7.0323
H 29.9317 -0.5001 7.2992
H 29.0868 -0.0756 5.8350
O 25.6894 2.7886 9.1959
C 26.7349 3.2377 9.6728
O 27.2564 2.7453 10.7867
C 28.4810 3.3944 11.2101
C 28.9899 3.9434 9.8476
C 27.7405 4.2479 9.0704
H 29.0888 2.6316 11.6967
H 28.2210 4.0950 12.0036
H 29.5608 3.1931 9.3007
H 29.5233 4.8680 10.0683
H 27.7004 4.2214 7.9814
H 27.2743 5.1688 9.4205
O 23.9791 5.0941 10.0811
C 23.9846 6.1526 10.7324
O 23.8390 6.1459 12.0591
C 23.6725 7.5147 12.5183
C 23.3799 8.3314 11.2791
C 24.1134 7.5465 10.2100
H 24.6392 7.6638 12.9992
H 22.9165 7.5608 13.3022
H 23.8286 9.2906 11.5374
H 22.2996 8.2669 11.1492
H 25.1885 7.7124 10.1402
H 23.7482 7.6465 9.1879
O 21.2847 4.7107 9.5417
C 20.4945 4.8070 10.4969
O 20.9204 4.5653 11.7203
C 20.0130 4.7104 12.7125
C 18.6198 4.9016 12.0785
C 18.9807 5.1667 10.5641
H 20.3584 5.6428 13.1590
H 20.0680 3.9412 13.4829
H 18.0216 5.7262 12.4662
H 18.0099 4.0244 12.2945
H 18.8981 6.2376 10.3789
H 18.5224 4.4910 9.8420
O 22.4974 2.1467 10.3062
C 22.0451 1.5299 11.2968
O 22.8191 1.0697 12.2850
C 22.0945 0.4777 13.3268
C 20.7302 1.0211 13.1704
C 20.6452 1.1560 11.6275
H 22.5508 0.7386 14.2817
H 22.1018 -0.5910 13.1126
H 20.4880 1.8893 13.7832
H 19.9809 0.2813 13.4521
H 19.9366 1.9644 11.4473
H 20.3159 0.2072 11.2039
O 23.5328 0.4872 7.7394
C 23.4951 -0.6949 7.2748
O 24.5658 -1.4600 7.0982
C 24.2981 -2.7627 6.5617
C 22.8393 -2.6139 6.1760
C 22.2701 -1.4893 6.9935
H 24.4488 -3.5229 7.3282
H 24.9382 -2.9576 5.7012
H 22.3213 -3.5584 6.3428
H 22.8121 -2.3943 5.1086
H 21.8159 -1.7736 7.9426
H 21.5721 -0.7917 6.5307

No. 2
Entry from the Open Molecules 2025 dataset: a structure of composition C43H64BrGeN3O2PSi3W at a distorted geometry (ωB97M-V/def2-TZVPD).

Properties
* charge: +2
* energy relative to the best compared isomer or geometry (same formula, charge and spin): 0.00 kcal/mol
* spin multiplicity: 2
* frontier orbital gap (spin up / spin down): 6.5 / 6.0 eV
* <S²>: 0.766
* highest occupied orbital energy (spin up / spin down): -12.6 / -12.9 eV

Atoms and positions in Å:
W -0.6575 -0.4889 0.2536
N -3.0908 -2.8780 -2.3036
C -2.0904 -2.1745 -1.8133
O -2.1772 -1.6845 -0.6711
C -0.8113 -1.9961 -2.5214
C -0.0556 -0.8763 -1.8186
H -3.9238 -3.0351 -1.7586
H -3.0238 -3.3083 -3.2112
H -0.9393 -1.8628 -3.5961
H -0.2930 -2.9523 -2.4156
H -0.0657 0.0033 -2.4550
H 0.9841 -1.1571 -1.7714
C 2.7762 3.8915 1.5898
C 1.6176 3.0621 1.1297
C 0.3010 3.5203 1.2668
C -0.7845 2.7792 0.8551
C -0.4650 1.5223 0.3198
Br -2.9507 0.5048 1.0116
N 0.7562 1.0829 0.2381
C 1.8307 1.8050 0.5985
H 2.4648 4.9034 1.8414
H 3.5408 3.9544 0.8151
H 3.2367 3.4504 2.4759
H 0.1452 4.4943 1.7159
H -1.8067 3.1123 0.9535
H 2.8107 1.3792 0.4979
C 4.2557 -2.3776 -1.0961
Si 3.0282 -1.1888 -0.2964
C 4.1428 -0.3817 1.0336
C 2.9336 0.1156 -1.7139
C 1.3522 -1.9476 0.4030
Si 1.2321 -3.7272 -0.3278
C 1.7108 -3.9227 -2.1704
C -0.4940 -4.5000 -0.1231
C 2.4406 -4.9690 0.4347
Si 1.7448 -2.2787 2.2137
C 0.7020 -3.5399 3.1535
C 3.4905 -2.7635 2.7507
C 1.2077 -0.6703 3.0776
C 1.7916 -0.2246 4.2581
C 1.2273 0.8123 4.9787
C 0.0528 1.3716 4.5043
C -0.4723 0.8966 3.3199
N 0.0811 -0.0973 2.6037
H 5.1441 -1.7541 -1.2456
H 3.9469 -2.7195 -2.0801
H 4.5778 -3.2351 -0.5080
H 4.8888 -1.0992 1.3681
H 3.6739 0.0339 1.9277
H 4.6999 0.4234 0.5429
H 3.7078 0.8628 -1.5187
H 2.0156 0.6553 -1.9360
H 3.2292 -0.3911 -2.6365
H 1.6947 -3.0523 -2.8270
H 1.0537 -4.6861 -2.5991
H 2.7203 -4.3294 -2.2201
H -1.2103 -3.8328 0.3448
H -0.4118 -5.3951 0.4989
H -0.8870 -4.8301 -1.0883
H 3.4860 -4.7124 0.2691
H 2.2562 -5.8904 -0.1284
H 2.3295 -5.2180 1.4877
H 0.8300 -4.5751 2.8429
H -0.3466 -3.2903 3.0965
H 1.0260 -3.4740 4.1964
H 4.0923 -3.1710 1.9373
H 3.3961 -3.5577 3.4933
H 4.0712 -1.9588 3.1986
H 2.6897 -0.7104 4.6184
H 1.6822 1.1637 5.8957
H -0.4538 2.1684 5.0310
H -1.3801 1.3266 2.9235
C -2.8632 0.4947 -3.1258
Ge -1.9702 1.7617 -1.9531
C -3.4177 2.9852 -1.5121
C -4.6525 2.5763 -1.0014
C -5.7455 3.4206 -1.0329
C -5.6376 4.6878 -1.5928
C -4.4345 5.0933 -2.1455
C -3.3352 4.2452 -2.1105
C -0.3807 2.5387 -2.8055
C 0.0017 1.8131 -3.9138
C 1.1559 2.1040 -4.6646
C 1.9633 3.1257 -4.2661
C 1.6008 3.9433 -3.1671
C 2.4038 5.0609 -2.8348
C 2.0227 5.9373 -1.8588
C 0.8086 5.7248 -1.1812
C 0.0356 4.6299 -1.4579
C 0.4056 3.6850 -2.4431
H -3.2614 1.2201 -3.8458
H -3.7142 0.0298 -2.6339
H -2.2672 -0.2317 -3.6587
H -4.7683 1.5902 -0.5710
H -6.6913 3.0892 -0.6255
H -6.4959 5.3459 -1.6142
H -4.3453 6.0638 -2.6148
H -2.4287 4.5749 -2.5966
H -0.5911 0.9667 -4.2498
H 1.3974 1.5034 -5.5304
H 2.8758 3.3531 -4.8032
H 3.3130 5.2258 -3.3993
H 2.6281 6.8039 -1.6302
H 0.4756 6.4432 -0.4420
H -0.8947 4.5130 -0.9275
C -4.2638 -2.3466 1.6371
P -2.6407 -2.3983 2.4513
C -2.7618 -1.4731 3.9900
C -2.5482 -4.1351 2.9543
O -1.4434 -2.0066 1.5653
H -4.7754 -3.2979 1.7798
H -4.1189 -2.1578 0.5782
H -4.8806 -1.5453 2.0373
H -3.5388 -1.9278 4.6060
H -3.0197 -0.4349 3.7970
H -1.8142 -1.5190 4.5281
H -3.4838 -4.3674 3.4647
H -1.7243 -4.3435 3.6282
H -2.4580 -4.7755 2.0771

No. 3
Entry from the Open Molecules 2025 dataset: a structure of composition C43H65CrNP2Se2 at a distorted geometry (ωB97M-V/def2-TZVPD).

Properties
* charge: +1
* energy relative to the best compared isomer or geometry (same formula, charge and spin): 17.62 kcal/mol
* spin multiplicity: 2
* frontier orbital gap (spin up / spin down): 6.5 / 7.1 eV
* <S²>: 0.788
* highest occupied orbital energy (spin up / spin down): -10.2 / -10.2 eV

Atoms and positions in Å:
Cr 0.5814 0.1336 0.3517
C 1.1037 1.7479 1.8828
C -0.3144 1.8400 2.0076
C -0.7599 0.5412 2.4630
C 0.4108 -0.2580 2.6148
C 1.5930 0.5072 2.3693
C 2.9390 0.3309 3.0695
C 3.9886 -0.3561 2.1948
C 3.4740 1.7138 3.4759
C 2.7348 -0.5092 4.3392
C -2.1102 0.0727 3.0058
C -2.4771 0.9118 4.2439
C -2.0389 -1.3752 3.5194
C -3.2408 0.1255 1.9669
C -0.9045 3.2494 2.0563
C -0.6758 3.7605 3.4964
C -0.1267 4.2131 1.1393
C -2.3827 3.3764 1.6843
H 1.7152 2.6228 1.7385
H 0.4164 -1.2171 3.1067
H 4.2249 0.2567 1.3268
H 3.6274 -1.3299 1.8728
H 4.9100 -0.4992 2.7529
H 3.7531 2.3061 2.6067
H 4.3593 1.6006 4.0941
H 2.7304 2.2618 4.0490
H 2.4873 -1.5394 4.0935
H 1.9405 -0.0934 4.9548
H 3.6498 -0.5186 4.9256
H -1.6230 0.9690 4.9155
H -3.2944 0.4262 4.7727
H -2.7985 1.9147 3.9912
H -1.3464 -1.4626 4.3550
H -1.7674 -2.0746 2.7344
H -3.0259 -1.6591 3.8761
H -3.1302 0.9565 1.2775
H -4.2021 0.2255 2.4670
H -3.2566 -0.7946 1.3830
H 0.3852 3.7519 3.7366
H -1.1932 3.1641 4.2372
H -1.0314 4.7845 3.5791
H 0.8434 4.4779 1.5518
H -0.6893 5.1374 1.0348
H 0.0192 3.7968 0.1455
H -3.0277 2.7643 2.3008
H -2.5339 3.1116 0.6401
H -2.6978 4.4088 1.8155
Se -1.4443 -0.5439 -0.8685
P -2.2890 1.1528 -2.0890
Se -1.2183 2.9744 -2.0412
C -2.3733 0.4918 -3.7900
C -3.1519 -0.6241 -4.0688
C -3.1950 -1.1220 -5.3562
C -2.4441 -0.5291 -6.3598
C -1.6770 0.5904 -6.0820
C -1.6459 1.1070 -4.8000
C -3.9906 1.2889 -1.4504
C -4.5464 2.5414 -1.2311
C -5.8210 2.6388 -0.6989
C -6.5433 1.4932 -0.4121
C -5.9907 0.2430 -0.6451
C -4.7072 0.1382 -1.1442
H -3.7227 -1.0956 -3.2838
H -3.8221 -1.9726 -5.5766
H -2.4593 -0.9411 -7.3571
H -1.1089 1.0700 -6.8659
H -1.0687 1.9963 -4.5834
H -3.9759 3.4311 -1.4619
H -6.2442 3.6139 -0.5089
H -7.5354 1.5679 0.0087
H -6.5524 -0.6542 -0.4315
H -4.2469 -0.8341 -1.2641
C 2.7733 2.5733 -3.2527
C 3.1848 2.6820 -1.9307
C 2.5803 1.8958 -0.9711
N 1.5689 1.0521 -1.2257
C 1.1900 0.9547 -2.5073
C 1.7729 1.6641 -3.5432
H 3.2268 3.1647 -4.0314
H 3.9552 3.3808 -1.6435
H 2.9367 1.9175 0.0483
H 0.3940 0.2555 -2.7208
H 1.4226 1.5254 -4.5537
C 1.9918 -4.3531 -2.4958
C 1.0522 -3.2401 -2.0252
C 0.5806 -2.4656 -3.2527
P 1.6801 -2.1358 -0.6228
C 1.4695 -3.3084 0.8402
C -0.0297 -3.3856 1.1395
C 2.0065 -4.7382 0.7918
C 3.5187 -1.8241 -0.9307
C 4.5036 -2.8999 -0.4862
C 3.8052 -1.4045 -2.3732
H 1.3929 -5.1218 -2.9808
H 2.5476 -4.8221 -1.6943
H 2.6932 -3.9797 -3.2351
H 0.1636 -3.6965 -1.5700
H 1.3951 -1.9256 -3.7271
H -0.2182 -1.7731 -2.9981
H 0.1759 -3.1702 -3.9758
H 1.9578 -2.7738 1.6664
H -0.5392 -4.0463 0.4408
H -0.4911 -2.3975 1.0659
H -0.1891 -3.7884 2.1382
H 1.4402 -5.3426 0.0894
H 1.8812 -5.1831 1.7788
H 3.0588 -4.7972 0.5430
H 3.6974 -0.9393 -0.3098
H 4.3859 -3.8213 -1.0466
H 4.4025 -3.1130 0.5735
H 5.5163 -2.5395 -0.6565
H 3.8468 -2.2583 -3.0417
H 4.7744 -0.9084 -2.4123
H 3.0569 -0.7098 -2.7508

No. 4
Entry from the Open Molecules 2025 dataset: a structure of composition C43H71NO3P2S3ScSi at a distorted geometry (ωB97M-V/def2-TZVPD).

Properties
* charge: +3
* energy relative to the best compared isomer or geometry (same formula, charge and spin): 53.97 kcal/mol
* spin multiplicity: 1
* frontier orbital gap: 8.6 eV
* highest occupied orbital energy: -16.2 eV

Atoms and positions in Å:
Sc 0.5255 1.3715 -1.0997
C -1.0216 2.2202 3.2029
Si -1.3316 0.5897 2.4215
C -2.8965 0.6725 1.3809
C -4.0074 1.0121 2.1085
C -5.3110 0.9951 1.6352
C -5.5331 0.6762 0.3432
C -4.4271 0.4588 -0.4676
C -3.1190 0.4025 0.0270
P -1.7958 -0.2832 -1.0766
C -2.2508 0.2252 -2.8310
C -1.1939 -0.1982 -3.8089
C -1.6536 0.0501 -5.2870
C -2.8420 1.0106 -5.4638
C -2.7272 2.2210 -4.4874
C -2.5514 1.7215 -3.0255
C -2.1179 -2.0937 -0.6836
C -3.6504 -2.6044 -0.8010
C -4.0736 -3.0092 -2.1744
C -3.2188 -4.1822 -2.6491
C -1.7315 -3.7585 -2.6182
C -1.2635 -3.2091 -1.2751
C -1.1912 -0.8203 3.6368
C -2.2293 -1.1095 4.5341
C -1.9954 -1.9158 5.6196
C -0.7386 -2.4747 5.8076
C 0.2711 -2.2916 4.8827
C 0.0459 -1.4737 3.7984
P 1.1324 -1.1434 2.4140
C 1.2872 -2.5966 1.3641
C 2.3367 -2.4380 0.1198
C 3.6160 -3.2361 0.3543
C 3.2708 -4.7149 0.6055
C 1.8361 -5.0062 1.0925
C 1.4288 -3.9345 2.0783
C 2.6799 -0.3367 3.0791
C 3.5537 0.5989 2.2422
C 4.8120 1.0769 3.0409
C 5.6865 -0.1244 3.4283
C 4.8527 -1.0370 4.4102
C 3.5757 -1.4704 3.6851
H -1.2470 3.0680 2.5174
H -0.0427 2.3996 3.7222
H -1.8198 2.3299 3.9642
H -3.8729 1.3189 3.1348
H -6.1496 1.0912 2.3223
H -6.5561 0.5482 0.0076
H -4.5219 0.0885 -1.4798
H -3.1083 -0.3434 -3.1378
H -0.8121 -1.2320 -3.6886
H -0.3646 0.4785 -3.6590
H -1.8852 -0.9842 -5.8116
H -0.8474 0.4299 -5.9060
H -3.7112 0.4072 -5.2221
H -2.9569 1.2963 -6.5088
H -3.6361 2.8128 -4.5468
H -1.8180 2.7773 -4.8346
H -3.5651 1.9626 -2.4947
H -1.7871 2.3322 -2.5584
H -1.9790 -2.0274 0.3761
H -4.4349 -1.9066 -0.3356
H -3.6209 -3.4755 -0.1211
H -4.0013 -2.1590 -2.9115
H -5.1372 -3.2848 -2.1115
H -3.4512 -4.4459 -3.6881
H -3.4275 -5.0238 -1.9899
H -1.6682 -3.0301 -3.4243
H -1.1814 -4.6533 -2.9138
H -0.2047 -2.8991 -1.3966
H -1.2773 -4.0600 -0.5737
H -3.2512 -0.7294 4.4350
H -2.8460 -2.1878 6.2635
H -0.4997 -3.0807 6.7036
H 1.2174 -2.7690 4.9809
H 0.2497 -2.5648 0.8572
H 2.4886 -1.3713 -0.0454
H 1.7950 -2.8508 -0.7138
H 4.2931 -2.7833 1.0878
H 4.2153 -3.1464 -0.5580
H 3.8103 -5.1366 1.4369
H 3.4938 -5.3336 -0.2684
H 1.8364 -5.9837 1.5874
H 1.1525 -5.1057 0.2334
H 2.1950 -3.8391 2.8530
H 0.4011 -4.1256 2.4333
H 2.1479 0.1990 3.8775
H 2.9177 1.5020 1.9494
H 3.8193 0.2093 1.2384
H 4.5184 1.6648 3.9493
H 5.3839 1.7459 2.3522
H 6.5477 0.1848 3.9526
H 5.9584 -0.6474 2.5305
H 4.6178 -0.5091 5.3870
H 5.4831 -1.8802 4.6639
H 2.9078 -2.0275 4.3763
H 3.9336 -2.1847 2.9647
C 0.1013 5.8199 -2.4528
C -0.3096 4.7036 -3.2948
S 0.6436 3.1822 -3.2946
C 2.3704 3.6486 -3.4925
C 3.0601 4.1826 -2.2185
S 2.5530 3.3033 -0.6986
C 2.2057 4.6582 0.5596
C 1.5677 5.9087 0.0423
S -0.1133 5.5918 -0.6455
H -0.5130 6.6933 -2.7010
H 1.1607 6.0016 -2.6008
H -0.2807 5.0689 -4.3068
H -1.2956 4.2677 -3.0953
H 2.5527 4.3821 -4.2768
H 2.8575 2.7591 -3.8165
H 2.8151 5.2483 -2.1267
H 4.1287 4.0240 -2.3766
H 3.2113 4.8606 0.8956
H 1.6809 4.1343 1.3520
H 2.2560 6.2904 -0.6995
H 1.4912 6.6476 0.9171
O -1.0051 2.6435 -0.2905
H -0.8438 3.6813 -0.4192
H -1.9366 2.4332 -0.5067
O 0.9085 0.5473 0.5165
N 0.1422 -0.0252 1.5654
O 1.4691 -0.2112 -2.3318
H 1.3325 -0.5514 -3.2263
H 2.0493 -0.8000 -1.7989

| no. | E (eV) |
| --- | --- |
| 1 | -124442.6460 |
| 2 | -215491.8054 |
| 3 | -224823.6385 |
| 4 | -133017.5514 |